C26H31N6O6PPd as an isolated structure, computed with wB97M-V/def2-TZVPD.

Its HOMO-LUMO gap is 5.77 eV. The calculation puts the energy relative to the best compared isomer or geometry (same formula, charge and spin) at 1.21 kcal per mole. As for the charge: +2. The calculation puts the molar mass at 660.964 g mol⁻¹.

Each line ends with the Löwdin charge.
Geometry (Å):
Pd1 -0.834 -0.948 2.146  1.0725
P1 -1.603 -2.400 4.200  0.5041
O1 -2.461 -2.115 2.992  -0.3611
O2 5.446 2.352 -8.467  -0.0557
O3 -0.259 -1.647 4.063  -0.4320
O4 -4.117 0.290 5.331  0.1103
O5 -3.079 0.788 2.021  -0.0626
O6 -2.111 0.695 4.433  0.0625
N1 3.118 0.931 -2.678  0.1976
N2 -1.781 -1.061 6.571  -0.0198
N3 0.423 -4.221 4.425  0.1544
N4 -1.266 -0.665 0.209  -0.0214
N5 1.260 0.586 -3.849  0.1935
N6 0.935 -0.282 1.531  -0.0295
C1 2.613 1.518 -6.312  -0.0223
C2 3.190 0.416 1.745  -0.0067
C3 4.813 2.562 -9.726  -0.0541
C4 3.279 1.323 -5.108  -0.1663
C5 3.299 0.603 0.387  0.0563
C6 2.182 0.358 -0.429  -0.0505
C7 -4.340 2.558 3.115  0.0120
C8 5.361 1.832 -6.206  0.0243
C9 4.683 2.020 -7.416  -0.2714
C10 0.943 0.305 -2.546  -0.1146
C11 1.012 -0.077 0.191  -0.1350
C12 -2.595 -0.699 -1.746  -0.0019
C13 2.120 0.531 -1.847  -0.1655
C14 -5.284 0.244 2.757  0.0023
C15 2.583 0.958 -3.884  -0.2304
C16 -0.270 -0.107 -1.922  -0.0500
C17 -1.525 -0.329 -2.522  0.0422
C18 -0.193 -0.300 -0.537  -0.1322
C19 3.298 1.863 -7.465  0.0000
C20 -3.447 0.635 4.388  -0.4864
C21 -2.396 -2.151 5.822  -0.2793
C22 -2.439 -0.856 -0.363  -0.0720
C23 4.670 1.490 -5.071  -0.0095
C24 -1.051 -4.176 4.112  -0.1538
C25 -4.039 1.065 3.047  -0.5241
C26 1.983 -0.030 2.295  -0.0765
H1 2.752 2.014 -8.384  0.1088
H2 4.023 0.613 2.405  0.1228
H3 -1.582 -4.856 4.774  0.1116
H4 -2.451 -3.110 6.350  0.0996
H5 -5.731 0.588 1.825  0.0978
H6 5.609 2.814 -10.418  0.0991
H7 -4.778 2.885 2.171  0.1017
H8 1.534 1.423 -6.379  0.1076
H9 -3.568 -0.869 -2.185  0.1252
H10 5.193 1.344 -4.137  0.1155
H11 -1.830 0.321 5.309  0.0853
H12 0.604 -4.414 5.411  0.1739
H13 -6.008 0.352 3.561  0.0989
H14 -2.761 1.620 1.655  0.1037
H15 -1.654 -0.199 -3.589  0.1294
H16 1.855 -0.185 3.358  0.1172
H17 0.795 -3.277 4.208  0.1283
H18 -0.944 -1.344 7.064  0.0952
H19 -2.446 -0.699 7.246  0.1074
H20 4.102 3.387 -9.672  0.0995
H21 -3.257 -1.128 0.288  0.1216
H22 4.219 0.947 -0.066  0.1368
H23 0.916 -4.929 3.878  0.1740
H24 4.310 1.655 -10.065  0.0992
H25 6.435 1.961 -6.194  0.1293
H26 -1.187 -4.502 3.083  0.1118
H27 -5.023 -0.811 2.663  0.0858
H28 0.663 0.502 -4.653  0.1564
H29 -3.432 3.133 3.312  0.1023
H30 -3.423 -1.860 5.583  0.0978
H31 -5.052 2.766 3.912  0.1089